Entry 1:
62
Properties=species:S:1:pos:R:3 method="wB97M-V/def2-TZVPD" energy_ev=-45477.404 fmax_ha_per_bohr=0.06031 de_lowest_ev=0.000 total_charge=+2 homo_ev="-13.792 / -13.828" multiplicity=5 mol_weight_g_mol=602.83 orbital_gap_ev="8.63 / 5.95"
Ir 12.51 10.25 7.38
C 11.86 9.68 10.70
C 13.41 9.92 10.67
N 14.05 9.81 9.35
C 15.23 10.63 9.23
C 15.68 10.65 7.80
N 14.56 11.27 7.02
C 15.00 11.54 5.61
C 13.84 11.81 4.70
C 12.80 12.80 5.30
N 11.88 12.23 6.33
C 11.43 13.22 7.30
C 10.63 12.60 8.47
N 11.47 11.44 9.03
C 10.97 10.84 10.25
H 11.60 8.83 10.09
H 11.52 9.43 11.73
H 13.65 10.94 10.97
H 13.86 9.27 11.44
H 14.15 8.84 9.15
H 14.93 11.65 9.53
H 16.12 10.28 9.84
H 16.58 11.17 7.60
H 15.77 9.62 7.35
H 14.46 12.17 7.50
H 15.69 12.37 5.70
H 15.53 10.67 5.19
H 14.18 12.23 3.77
H 13.34 10.82 4.53
H 13.39 13.58 5.91
H 12.34 13.39 4.48
H 11.08 11.66 5.87
H 12.40 13.65 7.75
H 11.04 14.05 6.79
H 10.43 13.41 9.19
H 9.66 12.21 8.01
H 12.23 12.01 9.43
H 10.98 11.70 10.99
H 9.92 10.55 10.09
S 8.30 7.84 6.40
C 7.59 9.39 6.28
C 6.25 9.73 6.23
C 5.96 11.06 6.08
C 6.96 12.07 5.88
C 8.29 11.69 6.08
C 8.62 10.36 6.28
N 9.89 9.82 6.26
C 9.87 8.56 6.29
C 11.15 7.78 6.32
C 11.08 6.41 6.11
C 12.26 5.63 6.15
C 13.49 6.21 6.22
C 13.57 7.58 6.36
C 12.39 8.36 6.53
H 5.51 8.95 6.26
H 4.91 11.32 6.01
H 6.65 13.07 5.68
H 8.98 12.52 6.06
H 10.19 5.91 5.93
H 12.18 4.59 6.06
H 14.43 5.64 6.12
H 14.49 8.03 6.42

Entry 2:
175
Properties=species:S:1:pos:R:3 method="wB97M-V/def2-TZVPD" energy_ev=-136303.614 fmax_ha_per_bohr=0.05578 total_charge=+1 homo_ev="-10.546 / -10.546" multiplicity=3 mol_weight_g_mol=1081.04 orbital_gap_ev="7.47 / 6.63"
Ni 3.71 -0.86 -0.80
C 1.99 2.44 -1.78
C 1.45 1.52 -0.68
C -0.01 1.26 -1.01
O 2.19 0.39 -0.40
H 3.03 2.78 -1.64
H 1.47 3.40 -1.84
H 2.00 1.98 -2.77
H 1.47 2.19 0.19
H -0.48 0.66 -0.23
H -0.10 0.80 -2.00
H -0.56 2.20 -1.02
C -0.96 -1.28 1.98
O -0.42 -0.35 2.89
C 0.73 0.29 2.37
C 1.22 1.40 3.28
O 1.52 0.94 4.56
C 2.40 1.80 5.23
C 1.96 3.25 5.50
O 1.88 3.97 4.29
C 1.53 5.32 4.45
H -0.20 -2.00 1.64
H -1.28 -0.81 1.04
H -1.80 -1.76 2.48
H 0.55 0.63 1.34
H 1.54 -0.46 2.29
H 0.39 2.11 3.25
H 2.10 1.77 2.73
H 3.38 1.84 4.73
H 2.72 1.33 6.16
H 2.69 3.70 6.18
H 0.99 3.21 6.00
H 0.50 5.45 4.78
H 1.78 5.88 3.56
H 2.14 5.79 5.24
C 5.83 1.55 5.91
O 5.58 2.76 5.21
C 5.23 3.79 6.11
C 4.41 4.92 5.48
O 4.97 5.65 4.40
C 5.14 4.89 3.21
C 3.88 4.20 2.67
O 2.88 5.15 2.45
C 1.90 4.69 1.57
H 5.92 0.76 5.16
H 5.00 1.27 6.56
H 6.82 1.53 6.38
H 6.14 4.22 6.54
H 4.61 3.45 6.95
H 4.29 5.71 6.24
H 3.39 4.61 5.26
H 5.90 4.15 3.47
H 5.57 5.54 2.46
H 3.61 3.46 3.44
H 4.19 3.67 1.77
H 1.02 5.33 1.63
H 1.56 3.68 1.82
H 2.20 4.69 0.51
C 3.36 -5.03 6.58
O 3.57 -3.71 6.06
C 2.64 -3.43 5.06
C 2.70 -1.94 4.69
O 3.89 -1.53 4.00
C 4.13 -2.27 2.82
C 5.15 -1.46 2.01
O 4.56 -0.48 1.18
C 4.31 0.76 1.86
H 3.33 -5.78 5.79
H 2.38 -5.05 7.05
H 4.18 -5.22 7.26
H 1.61 -3.57 5.42
H 2.81 -4.04 4.16
H 2.67 -1.41 5.64
H 1.88 -1.63 4.05
H 3.17 -2.34 2.31
H 4.52 -3.28 2.98
H 5.72 -2.10 1.33
H 5.87 -1.06 2.72
H 3.39 0.62 2.43
H 4.13 1.53 1.12
H 5.11 1.05 2.54
C -6.43 -8.23 -1.14
O -5.75 -7.08 -1.62
C -5.62 -7.15 -3.03
C -4.98 -5.88 -3.56
O -3.59 -5.89 -3.23
C -3.25 -5.38 -1.95
C -3.23 -3.87 -1.87
O -2.66 -3.20 -2.95
C -2.60 -1.80 -2.92
H -6.56 -8.14 -0.07
H -5.83 -9.12 -1.36
H -7.41 -8.39 -1.60
H -6.65 -7.19 -3.41
H -5.08 -8.01 -3.41
H -5.48 -4.97 -3.22
H -5.08 -5.81 -4.64
H -2.22 -5.72 -1.85
H -3.85 -5.75 -1.12
H -2.78 -3.63 -0.90
H -4.28 -3.57 -1.73
H -1.81 -1.36 -2.30
H -3.58 -1.36 -2.74
H -2.33 -1.42 -3.91
C -3.03 1.81 -3.02
O -4.27 1.39 -3.55
C -4.98 2.47 -4.12
C -6.34 2.10 -4.70
O -6.22 1.16 -5.74
C -6.11 -0.18 -5.35
C -7.00 -1.08 -6.22
O -8.34 -0.63 -6.08
C -9.25 -1.65 -6.42
H -2.49 1.02 -2.51
H -3.31 2.64 -2.35
H -2.43 2.34 -3.78
H -4.38 3.04 -4.84
H -5.11 3.21 -3.31
H -6.76 3.04 -5.06
H -7.05 1.69 -3.97
H -6.54 -0.36 -4.36
H -5.10 -0.59 -5.34
H -6.97 -2.07 -5.76
H -6.73 -1.02 -7.28
H -9.19 -1.96 -7.46
H -10.26 -1.30 -6.20
H -9.21 -2.53 -5.76
C 2.25 -3.60 -0.10
O 2.50 -2.39 0.02
N 1.10 -4.03 -0.59
C 0.68 -5.42 -0.72
C 0.10 -3.07 -1.08
H 2.95 -4.35 0.27
H 0.44 -5.64 -1.76
H -0.20 -5.63 -0.13
H 1.50 -6.07 -0.40
H -0.10 -3.35 -2.12
H -0.83 -3.22 -0.55
H 0.48 -2.05 -1.04
C 3.10 -2.05 -3.55
O 3.27 -1.03 -2.86
N 1.93 -2.37 -4.10
C 1.76 -3.65 -4.79
C 0.87 -1.42 -4.23
H 3.94 -2.70 -3.82
H 2.56 -4.37 -4.71
H 1.52 -3.46 -5.84
H 0.83 -4.06 -4.38
H 1.03 -0.56 -3.58
H 0.65 -1.09 -5.25
H -0.10 -1.83 -3.91
C -3.43 3.60 3.50
O -3.16 4.67 4.01
N -2.56 2.95 2.70
C -2.92 1.68 2.06
C -1.26 3.50 2.40
H -4.39 3.08 3.64
H -3.72 1.26 2.67
H -2.02 1.06 2.03
H -3.21 1.76 1.01
H -0.54 2.73 2.14
H -1.35 4.29 1.64
H -0.84 4.03 3.26
C 0.11 5.38 -4.22
O -1.05 5.58 -4.51
N 0.96 4.65 -4.98
C 2.31 4.39 -4.53
C 0.52 3.98 -6.20
H 0.57 5.78 -3.30
H 2.52 4.65 -3.49
H 3.06 4.81 -5.21
H 2.49 3.31 -4.54
H -0.27 4.58 -6.64
H 1.33 3.92 -6.92
H 0.12 3.02 -5.85

Entry 3:
53
Properties=species:S:1:pos:R:3 method="wB97M-V/def2-TZVPD" energy_ev=-29183.971 smiles="CCN(CCN)C(=O)C(=O)N[C@H]1CCC[C@H](C(=O)NC(C)C)C1" fmax_ha_per_bohr=0.00487 de_lowest_ev=0.306 homo_ev=-9.264 multiplicity=1 mol_weight_g_mol=326.44 orbital_gap_ev=9.84
C 0.73 -4.36 -0.34
C 0.63 -2.90 -0.75
N -0.08 -2.07 0.23
C -1.54 -2.15 0.25
C -2.22 -1.15 -0.68
N -1.97 -1.47 -2.09
C 0.47 -1.00 0.85
O -0.16 -0.14 1.42
C 2.01 -0.95 0.94
O 2.64 0.04 0.61
N 2.58 -2.03 1.53
C 4.01 -2.03 1.79
C 4.41 -3.08 2.81
C 5.91 -2.96 3.09
C 6.75 -3.06 1.82
C 6.29 -2.06 0.75
C 6.74 -0.64 1.12
O 7.86 -0.46 1.60
N 5.89 0.38 0.87
C 6.24 1.76 1.18
C 4.96 2.56 1.35
C 7.15 2.34 0.10
C 4.80 -2.22 0.49
H 1.22 -4.93 -1.12
H 1.32 -4.48 0.58
H -0.25 -4.80 -0.17
H 1.62 -2.48 -0.90
H 0.11 -2.80 -1.70
H -1.83 -3.16 -0.02
H -1.88 -1.96 1.27
H -3.29 -1.12 -0.43
H -1.82 -0.16 -0.47
H -2.58 -2.22 -2.40
H -2.15 -0.67 -2.68
H 2.00 -2.78 1.84
H 4.25 -1.05 2.21
H 3.83 -2.96 3.73
H 4.18 -4.08 2.41
H 6.10 -1.99 3.57
H 6.22 -3.73 3.80
H 7.80 -2.89 2.04
H 6.65 -4.07 1.40
H 6.84 -2.28 -0.18
H 4.94 0.20 0.58
H 6.80 1.74 2.12
H 5.20 3.60 1.60
H 4.38 2.56 0.43
H 4.34 2.15 2.14
H 7.45 3.35 0.37
H 8.04 1.73 -0.01
H 6.62 2.38 -0.85
H 4.61 -3.23 0.12
H 4.44 -1.53 -0.28

Entry 4:
37
Properties=species:S:1:pos:R:3 method="wB97M-V/def2-TZVPD" energy_ev=-60581.464 fmax_ha_per_bohr=0.06432 total_charge=-2 homo_ev=0.941 multiplicity=1 mol_weight_g_mol=380.75 orbital_gap_ev=2.74
C 3.92 -1.50 0.21
C 2.67 -1.25 1.14
C 1.51 -0.42 0.50
C 0.12 -0.47 1.09
P -0.34 -1.41 2.59
O -1.35 -2.48 2.29
O 0.92 -2.15 3.38
O -1.06 -0.40 3.75
C -1.01 0.30 0.43
C -2.49 0.26 0.94
C -3.46 -0.52 -0.06
C -3.35 -2.08 0.09
Cl -4.46 -3.00 -1.03
C -0.80 1.12 -0.78
C 0.54 1.27 -1.40
N 0.94 2.00 -2.48
S 2.61 1.77 -2.65
N 2.81 0.70 -1.39
C 1.64 0.45 -0.69
H 3.61 -2.06 -0.72
H 4.42 -0.54 -0.09
H 4.67 -2.16 0.73
H 2.24 -2.27 1.37
H 3.02 -0.78 2.11
H 1.16 -1.66 4.19
H -0.96 0.51 3.42
H -2.88 1.32 0.95
H -2.62 -0.24 1.93
H -3.30 -0.18 -1.12
H -4.52 -0.25 0.25
H -2.30 -2.37 -0.15
H -3.52 -2.36 1.17
H -1.65 1.66 -1.26
C 0.77 4.79 -4.69
O -0.38 4.63 -5.17
O 1.73 3.94 -4.81
O 1.13 5.82 -4.02

Entry 5:
13
Properties=species:S:1:pos:R:3 method="wB97M-V/def2-TZVPD" energy_ev=-12297.624 fmax_ha_per_bohr=0.15075 de_lowest_ev=4.698 total_charge=+1 homo_ev="-12.236 / -15.502" multiplicity=3 mol_weight_g_mol=117.08 orbital_gap_ev="8.42 / 6.60"
C -2.06 -0.17 -0.13
C 0.24 0.39 0.37
C -0.03 -1.16 0.06
N -1.09 1.05 0.26
N -3.67 0.17 -0.06
O -3.92 1.02 -0.80
O -4.17 -0.38 0.82
O -1.47 -1.24 -0.21
H 0.64 0.49 1.44
H 0.77 1.00 -0.42
H 0.45 -1.35 -0.83
H 0.28 -1.83 0.87
H -1.41 1.91 -0.12

Entry 6:
10
Properties=species:S:1:pos:R:3 method="wB97M-V/def2-TZVPD" energy_ev=-6377.846 smiles=NCCF fmax_ha_per_bohr=0.06579 de_lowest_ev=0.811 homo_ev=-8.573 multiplicity=1 mol_weight_g_mol=63.08 orbital_gap_ev=9.81
C 0.26 -0.50 0.32
C 0.66 0.39 -0.82
H -1.27 -0.20 1.68
H -1.63 0.76 0.26
H 0.04 -1.54 0.02
H 0.87 -0.67 1.14
H 1.55 -0.06 -1.28
H 0.86 1.42 -0.39
N -0.98 0.11 0.77
F -0.38 0.29 -1.70